This record from OMol25 describes C34H24AsBrN2O3S3W as an isolated structure. The level of theory is ωB97M-V/def2-TZVPD.

Properties
F_max: 0.89 eV/A
Lowest unoccupied orbital energy: -0.2993 Eh
E: -7716.21866 Ha
Charge: +2
Relative energy (zero: lowest compared OMol25 entry of this formula, charge and spin): 0.0 kJ/mol

```
69
Properties=species:S:1:pos:R:3:forces:R:3:mulliken_charge:R:1
W 0.340 0.027 -0.331 0.52 -0.65 0.30 1.91
S 2.056 0.883 1.014 -0.15 0.24 0.00 -0.40
C 1.690 0.859 2.746 0.02 0.04 0.05 0.83
C 2.759 1.008 3.626 -0.06 0.00 0.00 -0.77
C 2.500 1.159 4.982 0.02 0.00 -0.05 -0.71
C 1.194 1.183 5.454 0.00 0.00 0.03 -0.80
C 0.131 1.031 4.575 -0.02 -0.04 -0.06 -0.15
C 0.384 0.844 3.222 0.14 0.02 0.03 -0.18
As -1.003 0.651 1.934 0.08 -0.29 -0.10 1.56
C -1.961 2.299 1.966 0.10 0.13 -0.09 0.57
C -3.316 2.394 2.262 0.09 0.02 0.02 -0.63
C -3.904 3.651 2.295 -0.05 -0.02 0.00 -0.74
C -3.151 4.786 2.035 0.00 0.02 -0.01 -0.60
C -1.795 4.683 1.744 0.03 -0.02 -0.01 -0.79
C -1.194 3.436 1.708 -0.11 0.03 0.01 -0.30
C -2.147 -0.767 2.525 -0.09 -0.02 -0.06 0.74
C -3.374 -0.955 1.886 0.08 -0.04 0.03 -0.71
C -4.203 -1.991 2.289 -0.01 0.04 -0.04 -0.99
C -3.810 -2.835 3.320 -0.02 -0.02 0.01 -0.66
C -2.588 -2.647 3.951 0.05 0.01 0.02 -0.72
C -1.749 -1.614 3.556 -0.04 0.04 -0.06 -0.77
H 3.774 1.027 3.253 0.01 0.01 0.02 0.52
H 3.326 1.275 5.670 -0.01 0.00 0.00 0.43
H 1.004 1.322 6.510 -0.01 0.00 -0.01 0.45
H -0.890 1.054 4.936 0.01 0.00 0.05 0.55
H -3.901 1.512 2.486 -0.02 0.04 0.01 0.47
H -4.956 3.742 2.531 0.01 0.00 0.00 0.45
H -3.620 5.760 2.063 0.00 0.00 0.01 0.43
H -1.209 5.572 1.554 0.00 0.00 0.00 0.44
H -0.132 3.350 1.494 0.00 0.04 0.01 0.39
H -3.685 -0.299 1.081 -0.02 -0.03 -0.01 0.64
H -5.159 -2.136 1.803 0.00 0.00 0.00 0.46
H -4.462 -3.638 3.635 0.01 0.00 0.00 0.45
H -2.286 -3.302 4.757 -0.01 0.00 0.00 0.46
H -0.796 -1.474 4.047 0.02 0.00 0.04 0.46
S -1.000 1.753 -1.049 -0.10 -0.05 -0.22 -0.38
C -0.807 0.673 -2.437 -0.03 -0.03 0.08 0.67
C -0.289 1.191 -3.646 0.03 0.05 -0.06 -0.63
C -0.017 0.361 -4.699 0.03 0.08 -0.02 0.32
C 0.563 0.898 -5.899 -0.02 -0.06 0.01 -0.34
N 1.065 1.320 -6.841 -0.01 0.01 0.03 -0.40
C -0.229 -1.043 -4.577 0.01 -0.08 -0.01 0.42
C -0.712 -1.568 -3.409 0.00 -0.08 -0.05 -0.83
C -1.019 -0.728 -2.316 -0.08 0.35 0.00 0.82
S -1.450 -1.417 -0.772 -0.20 0.09 -0.01 -0.36
C 0.141 -1.926 -5.647 -0.01 0.05 0.01 -0.40
N 0.469 -2.649 -6.477 0.00 0.02 0.02 -0.38
H -0.092 2.251 -3.731 0.00 0.00 0.01 0.59
H -0.842 -2.637 -3.313 0.00 0.00 0.02 0.64
C 0.240 -3.022 1.190 0.04 -0.08 -0.03 -0.83
O 0.697 -1.634 1.199 -0.21 0.05 -0.09 -0.21
H 0.709 -3.523 2.033 0.02 0.00 0.00 0.33
H 0.513 -3.499 0.252 0.01 0.02 0.00 0.23
H -0.835 -3.018 1.331 0.00 0.01 0.02 0.36
H 1.640 -1.620 1.408 0.12 0.08 0.02 0.32
Br 3.997 -3.953 -5.455 0.00 0.00 0.00 -0.09
C 3.819 -2.200 -4.809 0.01 -0.06 -0.02 -0.35
C 4.369 -1.137 -5.520 -0.02 0.04 0.04 -0.23
C 4.234 0.166 -5.054 0.01 -0.01 -0.02 -0.85
C 3.539 0.419 -3.886 -0.01 0.00 0.01 -0.32
C 2.986 -0.656 -3.183 0.01 -0.01 0.00 0.12
C 3.129 -1.972 -3.635 0.00 0.04 0.01 -0.30
C 2.170 -0.405 -2.022 0.22 -0.01 -0.23 1.18
O 1.844 0.779 -1.632 -0.14 -0.25 0.17 -0.77
O 1.619 -1.337 -1.323 -0.22 0.30 0.13 -0.68
H 4.900 -1.332 -6.442 0.00 0.01 0.00 0.47
H 4.665 0.982 -5.617 0.00 0.00 0.00 0.45
H 3.420 1.429 -3.518 0.00 0.00 0.00 0.51
H 2.696 -2.795 -3.083 0.00 0.00 0.00 0.60
```
Positions in Å, forces in eV/Å.

This record from OMol25 describes C8H19FeN2O7P as an isolated structure in a non-equilibrium geometry. The level of theory is ωB97M-V/def2-TZVPD.

Properties
F_max: 1.48 eV/A
Multiplicity: 5
<S²>: 6.02
Lowest unoccupied orbital energy (alpha / beta): 0.1548 / 0.1549 Eh
E: -2557.54913 Ha
Charge: -2
Relative energy (zero: lowest compared OMol25 entry of this formula, charge and spin): 0.0 kJ/mol

```
38
Properties=species:S:1:pos:R:3:forces:R:3:lowdin_spin:R:1
Fe -0.539 -0.350 2.211 -1.39 -0.31 0.07 3.68
P 0.091 -0.419 4.450 -0.98 -1.02 0.46 0.01
O -0.491 -1.755 3.797 0.30 0.22 0.16 0.07
O -1.030 0.610 4.028 0.22 0.50 0.40 0.06
O 1.239 -0.070 3.423 0.53 0.28 0.01 0.06
O 0.407 -0.539 5.922 0.38 0.37 -0.16 0.01
C -4.057 -0.980 -0.417 -0.24 0.37 -0.04 0.00
C -3.498 -0.062 0.691 -0.13 0.48 -0.01 0.01
O -2.267 -0.406 1.083 1.01 -0.58 -0.21 0.06
H -3.377 -1.012 -1.274 0.08 -0.14 0.10 0.00
H -5.022 -0.601 -0.790 0.00 -0.06 0.09 0.00
H -4.210 -1.979 -0.003 0.13 -0.09 -0.15 0.00
H -4.265 -0.080 1.505 0.17 0.02 0.02 0.00
H -3.513 0.994 0.311 -0.25 -0.11 -0.11 0.00
C 1.100 2.114 0.755 0.47 0.17 0.49 0.00
O 0.274 1.289 1.012 -0.40 0.01 -0.78 0.02
N 1.579 2.372 -0.508 -0.20 0.37 0.60 0.00
C 1.003 1.716 -1.640 0.16 -0.66 -0.08 0.00
C 2.602 3.346 -0.716 0.44 0.12 -0.84 0.00
H 1.574 2.730 1.539 0.03 -0.08 -0.06 0.00
H 1.785 1.197 -2.211 -0.06 0.18 -0.12 0.00
H 0.461 2.407 -2.292 0.01 0.02 -0.03 0.00
H 0.330 0.946 -1.261 -0.15 0.16 -0.02 0.00
H 2.880 3.868 0.195 -0.12 -0.13 0.19 0.00
H 3.505 2.877 -1.137 0.00 0.02 0.18 0.00
H 2.305 4.097 -1.462 -0.15 0.02 0.15 0.00
C 1.355 -1.859 0.053 -0.23 -0.31 -0.60 0.00
O 0.562 -1.697 0.934 0.21 -0.11 0.18 0.02
N 0.988 -1.859 -1.270 0.68 0.04 -0.18 0.00
C 1.935 -1.951 -2.349 -0.20 -0.11 0.19 0.00
C -0.390 -1.749 -1.645 -0.58 0.04 0.20 0.00
H 2.423 -2.097 0.205 0.03 0.23 0.09 0.00
H 1.654 -2.767 -3.025 0.09 0.00 -0.03 0.00
H 2.938 -2.143 -1.966 0.01 0.05 0.03 0.00
H 1.938 -1.021 -2.930 0.11 -0.04 -0.05 0.00
H -0.753 -2.710 -2.031 -0.03 0.09 -0.14 0.00
H -1.005 -1.481 -0.777 0.10 0.08 0.04 0.00
H -0.511 -0.975 -2.410 -0.06 -0.06 -0.05 0.00
```
Positions in Å, forces in eV/Å.

This record from OMol25 describes one molecule with the formula C2H2N2O2 in a non-equilibrium geometry. The level of theory is ωB97M-V/def2-TZVPD.

Properties
F_max: 4.56 eV/A
Lowest unoccupied orbital energy: 0.0013 Eh
SMILES: O=c1cn[nH]o1
E: -337.31021 Ha
Relative energy (zero: lowest compared OMol25 entry of this formula, charge and spin): 299.9 kJ/mol

```
8
Properties=species:S:1:pos:R:3:forces:R:3:mulliken_charge:R:1
C 0.994 -0.097 -0.199 3.43 1.51 2.60 0.68
C 0.015 1.022 -0.103 0.28 0.09 -0.36 -0.23
H 0.277 2.083 -0.079 -0.37 -0.53 0.02 0.39
H -1.475 -1.438 0.619 0.14 2.27 -2.21 0.31
N -1.172 0.530 0.023 0.34 1.27 -0.14 -0.39
N -1.080 -0.783 -0.192 -2.33 -2.73 2.64 0.00
O 2.214 -0.163 0.026 -2.70 0.49 -1.47 -0.59
O 0.227 -1.154 -0.096 1.22 -2.35 -1.07 -0.17
```
Positions in Å, forces in eV/Å.

This record from OMol25 describes one molecule with the formula C4H7N in a non-equilibrium geometry. The level of theory is ωB97M-V/def2-TZVPD.

Properties
F_max: 1.29 eV/A
Lowest unoccupied orbital energy: 0.0347 Eh
SMILES: C=NC(=C)C
E: -211.30403 Ha
Relative energy (zero: lowest compared OMol25 entry of this formula, charge and spin): 148.7 kJ/mol

```
12
Properties=species:S:1:pos:R:3:forces:R:3:mulliken_charge:R:1
C 1.467 0.205 -0.477 -0.47 -0.24 -0.57 -1.15
C 0.177 0.295 0.321 0.55 0.65 -0.79 0.70
C 0.182 0.708 1.578 -0.44 0.72 0.04 -0.91
C -1.097 -1.142 -0.917 -0.09 0.21 -0.10 -0.30
N -1.046 -0.011 -0.356 -0.01 -0.85 0.97 -0.44
H 1.261 -0.208 -1.467 0.03 0.01 0.05 0.37
H 2.160 -0.476 0.006 0.22 0.14 0.10 0.29
H 1.930 1.170 -0.665 0.07 0.12 0.30 0.34
H -0.720 0.726 2.173 -0.09 0.12 -0.09 0.31
H 1.033 1.269 1.945 0.28 -0.67 0.30 0.27
H -2.059 -1.507 -1.263 0.10 0.07 -0.38 0.27
H -0.209 -1.763 -1.059 -0.15 -0.27 0.18 0.25
```
Positions in Å, forces in eV/Å.

This record from OMol25 describes one molecule with the formula C5H5NOS in a non-equilibrium geometry. The level of theory is ωB97M-V/def2-TZVPD.

Properties
F_max: 3.78 eV/A
Lowest unoccupied orbital energy: -0.0465 Eh
SMILES: C=C1C(=O)NCC1=S
E: -721.66354 Ha
Relative energy (zero: lowest compared OMol25 entry of this formula, charge and spin): 147.3 kJ/mol

```
13
Properties=species:S:1:pos:R:3:forces:R:3:mulliken_charge:R:1
C -0.219 2.065 -0.021 2.23 -2.38 1.90 -0.88
C -0.333 0.700 0.048 1.81 2.21 -0.52 0.57
C 0.847 -0.222 0.068 -1.67 -1.13 0.60 0.25
C 0.217 -1.667 0.059 -2.72 0.78 2.31 -0.33
C -1.600 -0.041 -0.022 -1.62 0.52 0.00 0.20
H -1.028 2.713 -0.109 -1.45 0.73 -0.26 0.38
H 0.757 2.520 0.325 -0.98 -0.58 -1.10 0.23
H 0.490 -2.164 -0.816 0.86 -0.95 -1.32 0.25
H 0.199 -2.407 0.966 1.21 1.71 -1.38 0.23
H -1.856 -2.134 -0.151 -1.61 -1.01 -0.09 0.15
N -1.272 -1.365 -0.055 2.38 1.47 0.01 -0.12
O -2.703 0.517 0.000 1.28 -1.36 -0.22 -0.65
S 2.406 0.117 -0.039 0.28 -0.01 0.08 -0.29
```
Positions in Å, forces in eV/Å.